Entry 1:
C29H27N4O4S2 | ωB97M-V/def2-TZVPD

Geometry as ORCA input:
```
! wB97M-V def2-TZVPD RIJCOSX def2/J DEFGRID3
* xyz -1 1
C -5.928 1.877 0.915
N -5.080 1.289 1.940
C -5.339 1.760 3.287
C -3.849 0.767 1.613
C -3.234 1.149 0.412
C -1.926 0.770 0.170
C -1.262 -0.149 0.976
C 0.093 -0.741 0.536
C 1.278 0.100 0.878
C 1.214 1.529 0.963
O 0.261 2.249 0.623
N 2.384 2.158 1.506
C 2.333 3.614 1.511
C 3.634 1.567 1.372
S 5.048 2.433 1.079
N 3.611 0.190 1.491
C 4.876 -0.522 1.649
C 2.390 -0.543 1.540
O 2.339 -1.637 2.104
C 0.043 -1.022 -0.900
C 0.179 0.180 -1.698
N 0.339 1.145 -2.349
C -1.036 -2.042 -1.211
C -2.227 -1.636 -1.806
C -3.316 -2.515 -1.852
C -3.189 -3.836 -1.416
C -1.989 -4.248 -0.826
C -0.947 -3.334 -0.655
S 1.772 -1.965 -1.640
O 2.527 -2.542 -0.551
O 1.301 -2.798 -2.724
C 2.900 -0.767 -2.417
C 3.410 -1.068 -3.671
C 4.274 -0.149 -4.277
C 4.732 0.966 -3.566
C 4.273 1.202 -2.264
C 3.319 0.351 -1.707
C -1.904 -0.590 2.148
C -3.153 -0.087 2.502
H -5.986 1.208 0.049
H -6.922 1.996 1.354
H -5.562 2.856 0.565
H -4.715 1.205 3.994
H -5.122 2.844 3.399
H -6.398 1.582 3.512
H -3.727 1.822 -0.290
H -1.471 1.205 -0.712
H 0.236 -1.685 1.071
H 1.390 3.934 1.958
H 3.191 3.969 2.082
H 2.415 3.991 0.485
H 5.550 0.099 2.249
H 4.668 -1.469 2.153
H 5.348 -0.704 0.672
H -2.317 -0.618 -2.203
H -4.265 -2.148 -2.244
H -4.011 -4.547 -1.515
H -1.864 -5.284 -0.497
H -0.073 -3.631 -0.068
H 3.066 -1.971 -4.175
H 4.579 -0.300 -5.312
H 5.441 1.660 -4.027
H 4.641 2.046 -1.673
H 2.842 0.541 -0.735
H -1.425 -1.326 2.799
H -3.658 -0.378 3.426
*
```

Properties
LUMO energy	2.6	eV
SMILES string	CN(C)c1ccc([C@H](c2c([O-])n(C)c(=S)n(C)c2=O)[C@](C#N)(c2ccccc2)S(=O)(=O)c2ccccc2)cc1
E	-66332.9839	eV
maximum force	0.0650	hartree/bohr
relative energy (zero: lowest compared OMol25 entry of this formula, charge and spin)	0.00	kcal per mole
frontier orbital gap	0.262	hartree

=====

Entry 2:
C29H28Br4HfN3O2SSb | ωB97M-V/def2-TZVPD

Geometry as ORCA input:
```
! wB97M-V def2-TZVPD RIJCOSX def2/J DEFGRID3
* xyz 2 1
Hf 0.827 0.436 0.223
Br 4.748 0.409 5.813
C 4.152 0.347 4.030
C 5.056 0.109 2.994
Br 6.879 -0.159 3.356
C 4.602 0.077 1.664
Br 5.757 -0.277 0.223
C 3.281 0.282 1.415
O 2.767 0.269 0.145
C 2.387 0.521 2.457
O 1.076 0.730 2.115
C 2.791 0.540 3.753
Br 1.519 0.789 5.115
C -1.753 2.748 -1.407
N -0.992 3.400 -0.338
C -1.797 4.154 0.620
C 0.336 3.327 -0.276
N 0.944 2.242 -0.817
N 1.065 4.267 0.300
C 0.704 5.692 0.256
C 2.426 4.008 0.757
H -2.294 3.507 -1.970
H -2.451 2.025 -0.988
H -1.080 2.240 -2.086
H -2.689 3.566 0.835
H -2.093 5.128 0.231
H -1.243 4.283 1.544
H 1.922 2.445 -1.045
H -0.069 5.866 -0.487
H 1.594 6.242 -0.040
H 0.372 6.057 1.228
H 3.155 4.171 -0.035
H 2.535 2.989 1.143
H 2.657 4.688 1.579
S -1.628 0.209 0.795
Sb -1.560 -1.887 -0.210
C -2.776 -1.661 -1.955
C -2.278 -1.940 -3.232
C -3.064 -1.675 -4.348
C -4.351 -1.177 -4.190
C -4.861 -0.933 -2.919
C -4.069 -1.159 -1.801
C -1.867 -3.623 1.014
C -1.141 -3.825 2.197
C -1.419 -4.950 2.970
C -2.413 -5.841 2.583
C -3.158 -5.616 1.435
C -2.882 -4.506 0.632
C 0.426 -1.699 -0.976
C 1.543 -2.395 -0.496
C 2.794 -2.216 -1.096
C 2.940 -1.343 -2.162
C 1.848 -0.616 -2.634
C 0.609 -0.778 -2.048
H -1.286 -2.341 -3.394
H -2.672 -1.866 -5.333
H -4.959 -0.978 -5.062
H -5.871 -0.562 -2.811
H -4.477 -0.931 -0.819
H -0.366 -3.131 2.515
H -0.843 -5.123 3.869
H -2.623 -6.709 3.196
H -3.942 -6.306 1.150
H -3.459 -4.346 -0.273
H 1.429 -3.096 0.330
H 3.653 -2.746 -0.725
H 3.910 -1.220 -2.613
H 1.962 0.065 -3.466
H -0.235 -0.199 -2.429
*
```

Properties
LUMO energy	-6.3	eV
E	-337930.4656	eV
maximum force	0.0302	hartree/bohr
relative energy (zero: lowest compared OMol25 entry of this formula, charge and spin)	0.00	kcal per mole
frontier orbital gap	0.243	hartree